Formula: C15H14ClN3O6Se3TeV
Source: OMol25
Level of theory: wB97M-V/def2-TZVPD

CARTESIAN COORDINATES (ANGSTROEM)
1 V -1.043 0.744 -0.410
2 O 1.326 -3.309 -2.393
3 C 0.437 -2.239 -2.242
4 O -0.751 -2.475 -2.278
5 C 1.113 -0.959 -2.085
6 C 2.497 -0.906 -2.275
7 C 3.194 0.275 -2.220
8 C 2.442 1.462 -2.005
9 C 1.115 1.386 -1.789
10 N 0.374 0.187 -1.757
11 C 0.262 2.660 -1.668
12 O 0.744 3.761 -1.843
13 O -1.007 2.387 -1.477
14 H 0.715 -4.056 -2.473
15 H 3.009 -1.832 -2.489
16 H 4.264 0.304 -2.381
17 H 2.892 2.446 -1.988
18 Se -2.472 -1.136 0.089
19 Se -4.404 -1.019 1.323
20 Te -5.247 0.759 -1.943
21 Se -2.809 0.157 -1.866
22 N -3.068 2.070 0.542
23 C -2.727 2.694 1.814
24 C -1.312 3.186 1.619
25 C -0.446 2.006 1.294
26 O 0.717 2.156 0.872
27 O -0.925 0.794 1.519
28 H -3.302 2.733 -0.187
29 H -3.822 1.388 0.613
30 H -2.762 1.923 2.580
31 H -3.394 3.505 2.135
32 H -0.890 3.729 2.472
33 H -1.263 3.849 0.752
34 Cl 0.779 -5.391 2.482
35 C 1.144 -3.736 2.043
36 C 2.225 -3.092 2.603
37 C 2.471 -1.787 2.219
38 C 1.624 -1.191 1.288
39 N 0.585 -1.827 0.761
40 C 0.333 -3.070 1.129
41 H 2.850 -3.602 3.325
42 H 3.299 -1.229 2.636
43 H 1.771 -0.163 0.968
44 H -0.538 -3.545 0.688

Lowest unoccupied orbital energy (alpha / beta), eV: 4.08 / 4.08
Energy, eV: -274083.1092
Multiplicity: 2
Max |F|, hartree/bohr: 0.0508
Energy above the lowest of the compared OMol25 structures with the same formula, charge and spin, kcal per mole: 0.0
Net charge: -2
⟨S²⟩: 0.772


Formula: C15H14FeN4O2STe
Source: OMol25
Level of theory: wB97M-V/def2-TZVPD

CARTESIAN COORDINATES (ANGSTROEM)
1 Fe -1.174 -0.246 -1.030
2 C 1.418 3.198 -3.756
3 N 1.634 2.834 -2.365
4 C 2.282 3.609 -1.427
5 C 2.245 2.946 -0.269
6 N 1.571 1.744 -0.494
7 C 1.177 1.692 -1.811
8 S 0.340 0.537 -2.722
9 C 1.370 0.781 0.531
10 C 1.982 0.964 1.764
11 C 1.812 0.003 2.741
12 C 1.060 -1.126 2.468
13 C 0.482 -1.220 1.219
14 N 0.622 -0.280 0.272
15 H 1.822 4.195 -3.913
16 H 0.352 3.190 -3.977
17 H 1.912 2.491 -4.418
18 H 2.701 4.569 -1.667
19 H 2.628 3.241 0.687
20 H 2.588 1.829 1.983
21 H 2.278 0.140 3.708
22 H 0.913 -1.908 3.198
23 H -0.123 -2.065 0.929
24 O -1.255 2.056 -0.050
25 N -2.463 2.024 -0.286
26 O -2.840 0.925 -0.799
27 Te -1.903 -2.698 -1.342
28 C -2.416 -2.889 0.720
29 C -3.183 -1.939 1.392
30 C -3.436 -2.077 2.753
31 C -2.945 -3.166 3.457
32 C -2.197 -4.127 2.789
33 C -1.932 -3.987 1.433
34 H -3.590 -1.087 0.861
35 H -4.027 -1.324 3.261
36 H -3.151 -3.271 4.515
37 H -1.816 -4.990 3.322
38 H -1.336 -4.736 0.925

Lowest unoccupied orbital energy (alpha / beta), eV: -0.18 / -0.21
Energy, eV: -78352.0392
Multiplicity: 5
Max |F|, hartree/bohr: 0.0072
Energy above the lowest of the compared OMol25 structures with the same formula, charge and spin, kcal per mole: 4.6
Net charge: 0
⟨S²⟩: 6.014


Formula: C15H14N2O2OsS2
Source: OMol25
Level of theory: wB97M-V/def2-TZVPD

CARTESIAN COORDINATES (ANGSTROEM)
1 C 0.830 2.009 -0.590
2 C 1.665 0.873 -0.761
3 C 2.074 0.399 0.526
4 C 1.534 1.295 1.539
5 C 0.838 2.345 0.808
6 Os -0.299 0.480 0.862
7 C -0.453 -0.642 -2.884
8 C -1.749 -0.793 -3.091
9 C -2.966 -0.644 -2.579
10 N -1.652 1.236 1.481
11 H 2.725 -0.440 0.719
12 H 1.983 0.473 -1.711
13 H 1.750 1.265 2.594
14 H 0.510 3.289 1.219
15 H 0.376 2.577 -1.394
16 H 0.092 0.293 -3.082
17 H -0.828 -1.652 -0.322
18 H 0.236 -1.469 -2.654
19 H -3.839 -0.850 -3.212
20 H -3.133 -0.330 -1.531
21 O -2.560 -1.297 4.223
22 S -1.192 -0.943 3.940
23 O -0.676 0.343 4.330
24 N -0.791 -1.133 2.266
25 C -0.040 -2.181 1.970
26 S 0.355 -2.032 0.244
27 C 0.413 -2.898 3.139
28 C 1.429 -3.855 3.311
29 C 1.826 -4.231 4.595
30 C 1.267 -3.622 5.734
31 C 0.278 -2.638 5.578
32 C -0.123 -2.291 4.297
33 H 1.902 -4.286 2.428
34 H 2.580 -5.006 4.746
35 H 1.600 -3.906 6.738
36 H -0.176 -2.135 6.437

Lowest unoccupied orbital energy (alpha / beta), eV: -0.25 / -3.16
Energy, eV: -46982.6696
Multiplicity: 5
Max |F|, hartree/bohr: 0.1026
Net charge: 0
⟨S²⟩: 6.060